Entry 1:
DFT (ωB97M-V/def2-TZVPD) results for a structure of composition C19H20ClN6O7S3Y.

The geometry in ORCA input format:
```
! wB97M-V def2-TZVPD RIJCOSX def2/J DEFGRID3
* xyz 0 1
Y -0.9307 0.6130 1.4163
C -2.9321 -2.3821 -0.0093
C -1.6045 -1.7710 -0.3333
N -0.7406 -1.7495 0.6480
N 0.5319 -1.3189 0.2239
C 1.5021 -1.3047 1.0613
S 1.6002 -1.5653 2.8065
S 3.1218 -0.9683 0.4607
C 2.8682 -0.9258 -1.3465
C 3.2424 -2.1986 -2.0485
C 4.4350 -2.2969 -2.7559
C 4.7713 -3.4724 -3.4129
C 3.9145 -4.5614 -3.3695
C 2.7188 -4.4689 -2.6694
C 2.3840 -3.2952 -2.0137
C -1.3935 -1.1971 -1.6624
C -1.7482 -1.9181 -2.8090
C -1.5840 -1.3833 -4.0680
C -1.0992 -0.0815 -4.1902
C -0.7801 0.6672 -3.0785
C -0.9164 0.1391 -1.7813
O -0.6357 0.8630 -0.7310
H -2.8487 -3.0578 0.8385
H -3.3354 -2.9020 -0.8762
H -3.6460 -1.5921 0.2396
H 3.4806 -0.0898 -1.6821
H 1.8217 -0.6718 -1.5070
H 5.1057 -1.4460 -2.7945
H 5.7031 -3.5352 -3.9602
H 4.1738 -5.4784 -3.8824
H 2.0425 -5.3137 -2.6397
H 1.4455 -3.2146 -1.4777
H -2.1220 -2.9298 -2.7046
H -1.8302 -1.9628 -4.9470
H -0.9771 0.3535 -5.1748
H -0.4166 1.6824 -3.1725
C -1.5161 5.2453 4.6821
C -0.4158 4.8874 3.7575
N 0.6066 5.6189 3.4696
N 1.3285 4.8698 2.5821
C 0.7774 3.6818 2.2950
S 1.3323 2.4973 1.2645
N -0.3566 3.6941 3.0586
N -1.2588 2.6373 3.0997
H -1.3182 6.2312 5.0924
H -1.5867 4.5260 5.4992
H -2.4749 5.2658 4.1613
H 2.1892 5.2220 2.1986
H -1.0941 2.0696 3.9345
H -2.2154 2.9877 3.0916
O -4.2814 2.1343 2.7562
Cl -3.9318 1.2577 1.6927
O -5.0493 0.7587 1.0017
O -3.1302 0.1406 2.2369
O -3.0027 1.9292 0.7901
O 0.1113 -1.1840 3.3373
O -0.0358 0.2642 3.4018
*
```

E_HOMO in eV: -8.0
LUMO energy in Eh: -0.0099
Largest force on an atom in eV/A: 0.63
Gap between HOMO and LUMO in eV: 7.702


Entry 2:
DFT (ωB97M-V/def2-TZVPD) results for a cluster of 16 separate species, C64H176N16O16 in total.

The geometry in ORCA input format:
```
! wB97M-V def2-TZVPD RIJCOSX def2/J DEFGRID3
* xyz 0 1
C -5.2652 -1.5958 2.8868
C -5.8654 -1.6576 1.4401
C -5.1491 -2.7328 0.6014
O -3.8028 -2.4475 0.3442
C -3.1627 -3.5499 -0.3116
N -7.2894 -2.0705 1.4527
H -5.9330 -1.0051 3.5140
H -4.3253 -1.0437 2.8830
H -5.1679 -2.5149 3.4646
H -5.8913 -0.7547 0.8300
H -5.6802 -2.8537 -0.3427
H -5.0767 -3.6555 1.1772
H -3.2744 -3.4240 -1.3885
H -3.4378 -4.5413 0.0483
H -2.1292 -3.3967 -0.0008
H -7.3186 -2.9819 1.8870
H -7.7366 -1.5414 2.1876
C -8.8075 1.2542 0.5038
C -9.0107 0.3341 -0.6775
C -7.8124 0.2961 -1.6306
O -7.4396 1.5284 -2.2041
C -8.2972 2.0664 -3.2398
N -9.2620 -0.9762 -0.1066
H -8.9288 2.2942 0.2008
H -7.8140 1.1589 0.9420
H -9.5770 1.0646 1.2522
H -9.8726 0.7796 -1.1743
H -7.9929 -0.4430 -2.4111
H -6.9561 0.0610 -0.9984
H -9.3295 2.2782 -2.9614
H -8.4144 1.3797 -4.0782
H -7.7813 2.9754 -3.5493
H -8.4006 -1.2940 0.3142
H -9.3717 -1.5979 -0.8949
C 0.0955 -3.0063 5.3662
C 0.3457 -1.4947 5.6518
C -0.9358 -0.6323 5.7168
O -1.5486 -0.4257 4.4726
C -2.6690 0.4693 4.5721
N 1.0538 -1.4278 6.9339
H -0.6890 -3.5240 5.9183
H 1.0154 -3.5725 5.5124
H -0.1488 -2.9918 4.3040
H 1.0001 -1.0933 4.8781
H -0.7228 0.3585 6.1180
H -1.5565 -0.9850 6.5405
H -3.5100 -0.0391 5.0435
H -3.0570 0.8920 3.6453
H -2.4197 1.4160 5.0513
H 1.9022 -1.9584 6.7963
H 0.6144 -2.0533 7.5940
C 5.1701 5.8032 -4.2515
C 3.9819 4.8749 -4.6568
C 3.0658 5.5915 -5.7710
O 1.9427 4.7440 -6.0009
C 0.8106 4.8833 -5.1911
N 4.4775 3.5922 -5.2093
H 5.6916 5.4401 -3.3659
H 4.8160 6.8254 -4.1181
H 5.8881 5.8022 -5.0716
H 3.3310 4.7530 -3.7911
H 3.6239 5.7179 -6.6987
H 2.5971 6.5280 -5.4687
H 0.7385 4.5601 -4.1527
H 0.0428 4.2441 -5.6270
H 0.4567 5.9142 -5.1827
H 5.0883 3.6573 -6.0110
H 3.6345 3.1543 -5.5524
C 4.8625 -3.8940 -0.9323
C 4.6336 -3.7303 -2.4624
C 4.6411 -2.3289 -2.9822
O 4.2140 -2.3940 -4.3425
C 4.7913 -1.3033 -5.0413
N 5.6641 -4.5750 -3.0514
H 5.8305 -3.5874 -0.5361
H 4.6907 -4.9203 -0.6079
H 4.2235 -3.1279 -0.4932
H 3.6682 -4.2133 -2.6138
H 5.6535 -1.9397 -2.8749
H 3.8745 -1.7020 -2.5269
H 4.1065 -0.4827 -4.8273
H 4.7607 -1.5352 -6.1059
H 5.8348 -1.0754 -4.8241
H 5.5906 -5.5030 -2.6597
H 5.2892 -4.7016 -3.9807
C 7.7719 0.4912 -2.8950
C 6.5460 1.3921 -3.0466
C 5.9559 1.7634 -1.6472
O 5.5546 0.5554 -1.0844
C 4.9552 0.7505 0.1660
N 6.9582 2.5768 -3.7641
H 8.1719 0.2902 -3.8888
H 7.5424 -0.4663 -2.4275
H 8.5636 0.9893 -2.3354
H 5.8113 0.8333 -3.6263
H 5.1202 2.4273 -1.8684
H 6.6998 2.2725 -1.0345
H 5.3872 0.0753 0.9046
H 3.8824 0.5582 0.1489
H 5.1239 1.7428 0.5841
H 7.3606 2.2781 -4.6410
H 6.1203 3.0231 -4.1087
C 1.3207 2.9460 5.2780
C 1.5845 2.9128 3.7550
C 2.7983 2.0153 3.3199
O 4.0482 2.3085 3.8926
C 4.4865 3.5827 3.4691
N 0.4137 2.4543 3.0284
H 1.2033 1.9133 5.6063
H 0.3991 3.4624 5.5463
H 2.2203 3.3557 5.7374
H 1.6544 3.9449 3.4116
H 2.8980 1.9423 2.2369
H 2.5363 1.0184 3.6742
H 5.3817 3.8201 4.0439
H 3.7235 4.3436 3.6328
H 4.7953 3.6083 2.4240
H 0.0892 1.5734 3.4011
H -0.3559 3.0468 3.3056
C 5.0825 -4.2393 6.6354
C 4.9011 -2.7565 6.5358
C 4.3705 -2.3420 5.1030
O 5.3531 -2.6993 4.1702
C 4.9010 -2.7812 2.8151
N 4.0746 -2.2685 7.5921
H 4.3190 -4.8244 6.1228
H 5.1419 -4.5941 7.6643
H 6.0390 -4.4850 6.1739
H 5.8700 -2.3025 6.7437
H 4.1452 -1.2756 5.0965
H 3.4142 -2.8304 4.9156
H 3.9162 -3.2189 2.6521
H 5.6169 -3.2382 2.1320
H 4.7484 -1.7330 2.5578
H 4.5787 -2.3455 8.4639
H 3.9501 -1.2700 7.5052
C 1.2635 -5.3021 -0.7886
C 0.8942 -5.6213 0.6741
C 1.8940 -5.1730 1.7609
O 3.2034 -5.6942 1.6753
C 3.2519 -7.0882 2.1299
N -0.4387 -4.9976 1.0277
H 1.5845 -4.2641 -0.8760
H 0.4562 -5.4964 -1.4947
H 2.1591 -5.8531 -1.0759
H 0.8533 -6.7093 0.7265
H 1.5252 -5.2383 2.7845
H 2.0078 -4.0922 1.6779
H 2.7979 -7.1703 3.1174
H 4.2989 -7.3675 2.2476
H 2.8127 -7.7889 1.4198
H -0.7329 -5.1303 1.9848
H -1.0901 -5.6145 0.5636
C -1.1547 5.6535 2.4658
C -2.3598 4.7467 2.8232
C -2.8624 3.8167 1.7481
O -4.0098 3.0854 2.2254
C -4.5245 2.0945 1.3653
N -1.9706 4.0352 4.0258
H -0.1809 5.1797 2.3414
H -1.1383 6.6383 2.9326
H -1.4142 5.8094 1.4187
H -3.1799 5.4136 3.0893
H -2.0724 3.0787 1.6088
H -3.2025 4.3526 0.8620
H -3.7992 1.3516 1.0333
H -4.7846 2.3986 0.3514
H -5.3268 1.4794 1.7729
H -1.5804 4.6263 4.7458
H -2.8182 3.6480 4.4154
C -3.0030 -7.9827 5.8609
C -3.0603 -6.9763 4.6999
C -1.8048 -6.0843 4.5878
O -1.7745 -5.3333 3.3749
C -2.7382 -4.3114 3.3489
N -3.2169 -7.6795 3.4114
H -3.8797 -8.6265 5.7896
H -3.0987 -7.4048 6.7801
H -2.1360 -8.6432 5.8504
H -3.9018 -6.3329 4.9568
H -0.8932 -6.6731 4.4859
H -1.6135 -5.5149 5.4974
H -3.6991 -4.7895 3.1590
H -2.6746 -3.6572 2.4794
H -2.7555 -3.6876 4.2426
H -4.1364 -8.0961 3.3780
H -3.2229 -6.9575 2.7052
C -1.6625 6.6591 -2.7692
C -1.4809 5.3174 -1.9555
C -2.0972 4.1698 -2.7539
O -3.4050 4.2958 -3.1364
C -4.3619 4.0696 -2.0571
N -0.0390 5.2658 -1.7630
H -2.6845 6.6855 -3.1472
H -0.9416 6.7293 -3.5837
H -1.6935 7.5855 -2.1957
H -2.1039 5.4039 -1.0653
H -1.9337 3.2130 -2.2581
H -1.5934 4.0559 -3.7137
H -4.3606 3.0072 -1.8134
H -5.3582 4.2844 -2.4436
H -4.2202 4.6620 -1.1532
H 0.2337 6.0434 -1.1791
H 0.2403 4.4940 -1.1745
C 1.9331 2.3027 -1.9031
C 1.8676 2.7988 -0.4636
C 2.7161 4.0215 -0.1630
O 4.1220 3.7509 -0.3183
C 4.7554 5.0261 -0.3365
N 0.4521 2.9208 -0.1005
H 1.4333 1.3369 -1.9774
H 2.9584 2.1723 -2.2491
H 1.4506 3.0030 -2.5849
H 2.2899 1.9582 0.0870
H 2.5318 4.2763 0.8806
H 2.3786 4.7759 -0.8736
H 4.4923 5.7381 0.4457
H 4.4987 5.5457 -1.2597
H 5.8294 4.8556 -0.4104
H 0.4830 3.1149 0.8902
H 0.0895 1.9867 -0.2277
C 1.2221 -1.1923 -0.1475
C 0.3082 -0.3614 0.8354
C -1.0916 -0.1747 0.2480
O -0.9634 0.5759 -0.9469
C -2.1109 0.6058 -1.7393
N 0.3436 -1.0698 2.1240
H 0.7750 -2.1498 -0.4147
H 2.1752 -1.2548 0.3776
H 1.3365 -0.6669 -1.0956
H 0.7040 0.6381 1.0153
H -1.8079 0.2002 0.9791
H -1.4313 -1.1661 -0.0520
H -2.8280 1.2158 -1.1899
H -2.5793 -0.3484 -1.9804
H -1.8966 1.0971 -2.6884
H 0.2189 -2.0711 2.0800
H -0.2194 -0.6442 2.8465
C -2.3816 1.1672 -5.6812
C -3.9139 1.3966 -5.7243
C -4.7370 0.7450 -4.5367
O -4.5161 -0.6900 -4.5051
C -5.4010 -1.4857 -3.7038
N -4.0148 2.8723 -5.7723
H -2.0638 0.1322 -5.5551
H -2.0652 1.7272 -4.8012
H -1.8150 1.5984 -6.5065
H -4.2434 0.9250 -6.6501
H -5.7978 0.8842 -4.7448
H -4.4831 1.2190 -3.5886
H -6.4665 -1.2981 -3.8366
H -5.1771 -1.4781 -2.6370
H -5.2624 -2.5484 -3.9028
H -4.9950 3.0131 -5.9707
H -3.9136 3.3284 -4.8769
C 0.3967 -2.9566 -3.6036
C 0.5274 -2.0151 -4.8793
C 0.9481 -0.5639 -4.5298
O 0.9842 0.2430 -5.7014
C 1.4747 1.5729 -5.4526
N 1.5647 -2.6141 -5.7281
H -0.2696 -2.5784 -2.8283
H 1.3575 -3.1721 -3.1361
H -0.0729 -3.8437 -4.0287
H -0.4722 -2.0008 -5.3136
H 1.9532 -0.6136 -4.1111
H 0.3139 -0.0446 -3.8114
H 0.9604 2.0603 -4.6244
H 1.3051 2.1635 -6.3529
H 2.5096 1.4701 -5.1260
H 2.4427 -2.3688 -5.2933
H 1.5692 -2.0555 -6.5696
*
```

E_HOMO in eV: -8.7
LUMO energy in Eh: 0.0092
Largest force on an atom in eV/A: 3.27
Gap between HOMO and LUMO in eV: 8.902


Q: What is the largest force on an atom in the first record?
A: 0.63 eV/A